Record 1
Computed, not measured: a single C13H24N2O2 molecule, with wB97M-V/def2-TZVPD.

Output
calculated total energy	-769.6708	Ha
HOMO level	-0.3142	Ha
frontier orbital gap	8.746	eV
energy relative to the best compared isomer or geometry (same formula, charge and spin)	342.13	kJ/mol
structure (SMILES)	O=C(/C=N/O)CCCCCN1CCCCCC1

The geometry in ORCA input format:
```
! wB97M-V def2-TZVPD RIJCOSX def2/J DEFGRID3
* xyz 0 1
O 1.421 -4.734 2.760
C 0.978 -3.617 2.620
C 1.902 -2.462 2.509
N 1.453 -1.278 2.496
O 2.387 -0.275 2.382
C -0.498 -3.327 2.512
C -0.997 -3.677 1.100
C -0.332 -2.862 -0.010
C -0.696 -1.380 0.032
C 0.095 -0.590 -1.012
N -0.336 0.796 -1.096
C -0.052 1.407 -2.385
C -1.035 2.544 -2.678
C -0.557 3.932 -2.247
C 0.159 3.960 -0.894
C -0.411 2.981 0.131
C 0.172 1.572 0.020
H 2.965 -2.693 2.451
H 1.878 0.550 2.363
H -1.022 -3.965 3.225
H -0.691 -2.282 2.743
H -2.077 -3.520 1.064
H -0.803 -4.737 0.924
H -0.635 -3.277 -0.974
H 0.753 -2.970 0.064
H -1.761 -1.250 -0.165
H -0.484 -0.991 1.026
H -0.073 -1.056 -1.986
H 1.175 -0.670 -0.788
H 0.988 1.766 -2.457
H -0.186 0.637 -3.148
H -1.240 2.574 -3.750
H -1.970 2.296 -2.174
H 0.121 4.332 -3.004
H -1.426 4.593 -2.211
H 1.220 3.738 -1.033
H 0.098 4.976 -0.496
H -0.171 3.350 1.132
H -1.496 2.932 0.048
H 1.278 1.647 -0.023
H -0.094 1.030 0.930
*
```

Record 2
Computed, not measured: 5 unconnected molecules or ions with the total composition C13H24O11, with wB97M-V/def2-TZVPD.

Output
calculated total energy	-1337.0030	Ha
HOMO level (alpha / beta)	-0.4596 / -0.4596	Ha
frontier orbital gap (alpha / beta)	8.638 / 2.199	eV
⟨S²⟩	0.757

The geometry in ORCA input format:
```
! wB97M-V def2-TZVPD RIJCOSX def2/J DEFGRID3
* xyz 1 2
O 2.295 -1.840 1.694
H 3.106 -1.891 2.200
H 1.756 -2.556 2.031
C 1.503 -3.550 -1.636
C 0.097 -3.831 -1.113
C -0.730 -2.575 -1.134
O -1.892 -3.053 -1.802
C -1.829 -4.254 -2.242
O -2.700 -4.953 -2.816
O -0.612 -4.762 -1.914
H 1.408 -3.037 -2.593
H 2.024 -4.467 -1.911
H 2.104 -2.977 -0.930
H 0.205 -4.180 -0.086
H -0.234 -1.813 -1.736
H -0.943 -2.217 -0.127
C -4.393 1.254 -1.882
C -3.041 0.991 -1.186
C -1.921 1.704 -1.860
O -1.358 2.429 -0.758
C -2.080 2.336 0.412
O -1.825 2.826 1.480
O -3.149 1.600 0.110
H -4.622 0.660 -2.766
H -4.546 2.298 -2.156
H -5.182 0.980 -1.180
H -2.791 -0.056 -1.013
H -2.237 2.292 -2.722
H -1.181 0.971 -2.181
C 0.846 1.706 3.641
C 1.900 1.915 2.535
C 1.373 2.787 1.459
O 2.539 3.561 1.185
C 3.431 3.495 2.235
O 4.391 4.233 2.362
O 3.023 2.595 3.139
H 1.336 1.274 4.514
H 0.105 1.021 3.228
H 0.318 2.630 3.877
H 2.263 0.922 2.271
H 0.547 3.454 1.707
H 1.066 2.227 0.576
C 1.638 0.133 -0.779
O 0.827 -0.322 0.298
H 2.074 -0.628 -1.427
H 1.153 0.864 -1.426
H 2.505 0.665 -0.387
H 1.434 -0.864 0.807
*
```

Record 3
Computed, not measured: a molecular structure, C13H25AlClNSiV, with wB97M-V/def2-TZVPD.

Output
calculated total energy	-2501.3458	Ha
HOMO level (alpha / beta)	-0.1405 / -0.1611	Ha
frontier orbital gap (alpha / beta)	6.650 / 7.216	eV
energy relative to the best compared isomer or geometry (same formula, charge and spin)	0.00	kJ/mol
⟨S²⟩	2.019

The geometry in ORCA input format:
```
! wB97M-V def2-TZVPD RIJCOSX def2/J DEFGRID3
* xyz -1 3
V 0.014 -0.743 0.441
Cl 0.110 -2.919 0.811
C 1.596 -0.486 -0.779
H 2.240 0.357 -0.480
H 1.122 -0.294 -1.759
H 2.179 -1.420 -0.814
Al -2.824 0.272 -1.692
C -4.529 -0.272 -0.864
C -2.590 0.024 -3.630
C -1.416 0.828 -0.479
H -2.391 0.991 -4.117
H -1.751 -0.653 -3.848
H -3.497 -0.404 -4.084
H -4.909 0.536 -0.221
H -5.294 -0.484 -1.625
H -4.399 -1.172 -0.248
H -0.410 1.063 -0.906
H -1.657 1.588 0.281
C -2.269 -0.670 2.475
Si -0.782 0.142 3.254
C -1.106 1.900 3.725
C -0.111 -0.840 4.678
N 0.489 0.104 1.978
C 1.836 0.433 2.284
C 2.180 1.754 2.629
C 3.489 2.037 3.016
C 4.453 1.021 3.047
C 4.113 -0.287 2.676
C 2.809 -0.586 2.283
H -3.085 -0.489 3.191
H -2.157 -1.757 2.355
H -2.568 -0.222 1.517
H -1.983 1.931 4.388
H -0.261 2.340 4.270
H -1.321 2.527 2.850
H 0.105 -1.876 4.379
H 0.812 -0.395 5.074
H -0.852 -0.864 5.491
H 1.411 2.531 2.580
H 3.751 3.056 3.298
H 5.473 1.252 3.358
H 4.859 -1.082 2.694
H 2.512 -1.597 1.985
*
```

Record 4
Computed, not measured: a gas-phase ion, C13H25FIN4O2 (charge +1), with wB97M-V/def2-TZVPD.

Output
calculated total energy	-1276.8058	Ha
HOMO level	-0.4415	Ha
frontier orbital gap	6.990	eV
energy relative to the best compared isomer or geometry (same formula, charge and spin)	410.51	kJ/mol
structure (SMILES)	CC(=O)N(C)CCCCNC1=[N+](CCCI)COCN1F

The geometry in ORCA input format:
```
! wB97M-V def2-TZVPD RIJCOSX def2/J DEFGRID3
* xyz 1 1
C -2.444 1.864 2.662
C -2.247 0.485 3.581
O -2.290 0.691 4.926
N -2.085 -0.902 3.002
C -2.406 -0.970 1.526
C -0.760 -1.540 3.351
C 0.437 -1.314 2.254
C 0.647 -2.563 1.212
C 0.352 -2.214 -0.362
N 1.518 -1.538 -1.085
C 1.659 -0.177 -1.209
N 0.685 0.812 -0.627
C -0.398 1.254 -1.567
C -0.739 0.256 -2.813
C 0.078 0.634 -4.223
I -0.758 -0.731 -5.779
C 1.533 1.937 -0.089
O 2.343 2.663 -1.064
C 2.882 1.831 -2.135
N 2.893 0.346 -1.901
F 4.034 -0.003 -1.236
H -1.534 2.070 1.947
H -2.614 2.820 3.357
H -3.421 1.797 1.987
H -2.304 -2.062 1.073
H -3.528 -0.616 1.346
H -1.740 -0.237 0.870
H -0.391 -1.023 4.358
H -0.850 -2.695 3.616
H 1.451 -1.232 2.878
H 0.284 -0.267 1.754
H 1.729 -3.060 1.301
H -0.109 -3.410 1.539
H 0.156 -3.258 -0.903
H -0.617 -1.578 -0.527
H 2.244 -2.176 -1.494
H -1.408 1.532 -0.996
H -0.043 2.287 -2.050
H -0.650 -0.888 -2.594
H -1.886 0.443 -3.087
H 1.237 0.512 -4.129
H -0.265 1.749 -4.470
H 2.215 1.465 0.768
H 0.805 2.684 0.486
H 2.303 2.134 -3.134
H 4.003 2.192 -2.319
*
```

Record 5
Computed, not measured: a single C13H25N3O3S molecule, with wB97M-V/def2-TZVPD.

Output
calculated total energy	-1298.5169	Ha
HOMO level	-0.3185	Ha
frontier orbital gap	9.052	eV
energy relative to the best compared isomer or geometry (same formula, charge and spin)	145.31	kJ/mol
structure (SMILES)	CNC(=O)[C@H](NC(=O)[C@@H](CCSC)NC(C)=O)C(C)C

The geometry in ORCA input format:
```
! wB97M-V def2-TZVPD RIJCOSX def2/J DEFGRID3
* xyz 0 1
C 0.895 4.195 -1.960
N 0.516 3.155 -0.951
C 0.073 3.482 0.290
O -0.311 4.591 0.603
C -0.051 2.245 1.280
N 0.155 0.897 0.714
C 1.329 0.466 0.384
O 2.323 1.099 0.597
C 1.299 -0.896 -0.292
C 1.788 -2.018 0.635
C 3.372 -2.019 0.819
S 3.923 -2.676 2.417
C 5.656 -2.973 1.933
N 0.052 -1.350 -0.816
C -0.440 -0.901 -2.003
C -1.740 -1.507 -2.688
O 0.091 0.030 -2.572
C -1.286 2.431 2.281
C -2.713 2.237 1.578
C -0.999 1.699 3.602
H 1.859 3.967 -2.470
H 1.115 5.027 -1.333
H -0.044 4.251 -2.506
H 0.544 2.177 -1.120
H 0.862 2.412 1.877
H -0.644 0.414 0.493
H 2.046 -0.844 -1.068
H 1.460 -3.010 0.241
H 1.367 -1.918 1.682
H 3.797 -2.713 0.125
H 3.694 -1.062 0.616
H 6.207 -3.565 2.656
H 6.052 -1.982 1.786
H 5.809 -3.495 1.024
H -0.373 -2.191 -0.441
H -2.383 -0.771 -3.275
H -1.458 -2.283 -3.355
H -2.359 -1.731 -1.896
H -1.315 3.480 2.466
H -3.465 2.464 2.265
H -2.900 2.831 0.643
H -2.703 1.240 1.205
H -0.944 0.572 3.550
H -1.697 1.939 4.373
H -0.010 1.954 3.903
*
```

Record 6
Computed, not measured: 3 unconnected molecules or ions with the total composition C13H26BrNO6P2S, with wB97M-V/def2-TZVPD.

Output
calculated total energy	-4672.1228	Ha
HOMO level	-0.3180	Ha
frontier orbital gap	9.078	eV
energy relative to the best compared isomer or geometry (same formula, charge and spin)	25.13	kJ/mol
structure (SMILES)	NC(=O)CCP(CC(=O)Br)P(O)(O)=S.C1CCOC1.C1CCOC1

The geometry in ORCA input format:
```
! wB97M-V def2-TZVPD RIJCOSX def2/J DEFGRID3
* xyz 0 1
N 1.736 3.112 1.253
C 0.459 2.664 0.995
O -0.454 2.859 1.762
C 0.226 1.987 -0.331
C -0.699 0.797 -0.141
P -0.057 -0.307 1.196
C 1.137 -1.461 0.389
C 2.482 -1.299 1.074
O 2.957 -0.226 1.343
Br 3.445 -2.928 1.432
P -1.782 -1.521 1.749
O -2.124 -0.969 3.216
O -3.032 -1.069 0.848
S -1.498 -3.412 1.674
H 2.422 2.550 0.772
H 1.917 3.036 2.245
H 1.138 1.699 -0.824
H -0.286 2.708 -0.948
H -0.817 0.265 -1.069
H -1.647 1.158 0.208
H 1.319 -1.131 -0.620
H 0.805 -2.486 0.415
H -1.897 -0.032 3.235
H -3.315 -0.190 1.133
C -7.275 2.447 0.867
C -6.242 3.346 1.542
C -5.141 2.351 1.878
O -5.187 1.340 0.862
C -6.390 1.478 0.097
H -7.969 2.984 0.223
H -7.854 1.911 1.621
H -5.873 4.091 0.833
H -6.618 3.869 2.419
H -5.318 1.875 2.849
H -4.148 2.804 1.889
H -6.130 1.874 -0.890
H -6.845 0.497 -0.033
C 6.900 -2.268 -2.377
C 6.522 -3.037 -3.638
C 5.372 -3.900 -3.140
O 4.721 -3.155 -2.105
C 5.539 -2.039 -1.735
H 7.436 -1.341 -2.571
H 7.520 -2.891 -1.729
H 6.169 -2.346 -4.407
H 7.338 -3.623 -4.058
H 5.735 -4.841 -2.713
H 4.648 -4.131 -3.921
H 5.068 -1.126 -2.118
H 5.589 -1.972 -0.649
*
```